Entry 1:
Molecular formula: C4H12N2O3
Method: DFT, ωB97M-V/def2-TZVPD

Values from the calculation:
- ΔE to the lowest compared entry with this formula, charge and spin (kcal per mole) = 29.5
- 2S+1 = 1
- highest occupied orbital energy (eV) = -8.51
- frontier orbital gap (hartree) = 0.3304
- SMILES = CCC(N)(N)C(O)(O)O
- E_LUMO (eV) = 0.482

Geometry as XYZ:
```
21
Properties=species:S:1:pos:R:3:mulliken_charge:R:1
C 1.4981 0.1588 -0.1921 0.41
C -0.1659 -0.4442 0.0293 0.97
C -1.0833 0.7574 -0.1894 -0.98
C -2.5408 0.4032 0.0983 -1.33
N -0.2091 -0.8944 1.3604 -0.76
N -0.4277 -1.4727 -0.9091 -0.64
O 1.6750 0.8564 1.1896 -0.59
O 2.3290 -0.9205 -0.3211 -0.52
O 1.8293 1.0609 -1.1899 -0.55
H 2.6132 1.0451 1.3245 0.29
H 3.1874 -0.6171 -0.6532 0.37
H 1.2674 1.8390 -1.0999 0.31
H 0.3005 -0.1681 1.9399 0.37
H 0.3010 -1.7641 1.4704 0.30
H 0.1549 -2.2852 -0.7502 0.31
H -0.2996 -1.1475 -1.8606 0.26
H -0.7521 1.5628 0.4664 0.33
H -0.9850 1.0856 -1.2260 0.36
H -2.6688 0.1532 1.1488 0.34
H -3.1845 1.2492 -0.1411 0.40
H -2.8390 -0.4579 -0.4948 0.34
```

---

Entry 2:
Molecular formula: C4H7ClSi
Method: DFT, ωB97M-V/def2-TZVPD

Values from the calculation:
- ΔE to the lowest compared entry with this formula, charge and spin (kcal per mole) = 68.8
- 2S+1 = 1
- highest occupied orbital energy (eV) = -8.92
- frontier orbital gap (hartree) = 0.3227
- SMILES = C=[SiH]Cl.C#CC
- E_LUMO (eV) = -0.141

Geometry as XYZ:
```
13
Properties=species:S:1:pos:R:3:mulliken_charge:R:1
C -1.5281 -0.7355 -1.0862 0.04
C -1.0012 -1.4226 -1.9499 -0.20
C -2.2425 -0.2999 0.0406 -0.93
C 2.3065 1.0335 1.7957 -0.63
Si 1.8611 0.6800 0.1567 0.43
Cl 2.4100 -1.1814 -0.9451 -0.26
H -3.2768 -0.1751 -0.4091 0.27
H -2.0546 -1.0091 0.9107 0.26
H -1.9551 0.7550 0.2986 0.27
H 1.8644 2.0258 1.8551 0.17
H -0.5052 -2.0250 -2.8212 0.31
H 2.5101 0.4614 2.6505 0.35
H 1.6112 1.8928 -0.4964 -0.07
```